#1
{"formula": "C5H5NS", "method": "wB97M-V/def2-TZVPD", "homo_ev": -8.7, "spin_multiplicity": 1, "lumo_energy_ev": -0.4789, "smiles": "S/C=C1\\C=CC=N1", "orbital_gap_ev": 8.18, "elements": ["S", "N", "C", "C", "C", "C", "C", "H", "H", "H", "H", "H"], "xyz": [[-2.879, -0.010, -0.121], [0.837, -1.322, 0.037], [-1.531, -0.910, -0.106], [-0.299, -0.501, 0.178], [1.363, 0.825, -0.195], [0.081, 0.831, 0.137], [1.837, -0.500, -0.154], [2.811, -0.940, 0.023], [-0.302, 1.794, 0.389], [-1.835, -2.015, -0.069], [2.321, 1.582, -0.503], [-2.404, 1.165, 0.385]]}

#2
{"formula": "C5H5NS", "method": "wB97M-V/def2-TZVPD", "homo_ev": -8.3, "spin_multiplicity": 1, "lumo_energy_ev": -0.9627, "smiles": "C#C/C(C=S)=C/N", "orbital_gap_ev": 7.38, "elements": ["S", "N", "C", "C", "C", "C", "C", "H", "H", "H", "H", "H"], "xyz": [[-2.303, -1.386, 0.028], [-1.617, 1.446, -0.166], [-0.619, -1.247, -0.048], [-0.223, 1.177, 0.011], [1.610, -0.543, -0.170], [0.220, -0.197, -0.110], [2.735, -0.891, 0.186], [-2.109, 0.421, 0.315], [3.817, -1.029, -0.044], [0.552, 2.037, 0.098], [-2.059, 2.345, 0.455], [-0.004, -2.133, -0.554]]}

#3
{"formula": "C5H5NS", "method": "wB97M-V/def2-TZVPD", "homo_ev": -8.8, "spin_multiplicity": 1, "lumo_energy_ev": -0.4658, "smiles": "S/C=C1\\C=CN=C1", "orbital_gap_ev": 8.38, "elements": ["S", "N", "C", "C", "C", "C", "C", "H", "H", "H", "H", "H"], "xyz": [[-2.926, 0.078, -0.045], [2.139, -0.463, -0.063], [-1.443, -0.799, 0.090], [-0.164, -0.355, 0.012], [0.356, 1.015, 0.036], [1.059, -1.208, -0.006], [1.697, 0.888, -0.004], [2.373, 1.710, -0.019], [-0.140, 1.966, 0.074], [1.117, -2.269, -0.103], [-2.366, 1.292, -0.065], [-1.703, -1.854, 0.093]]}

Which one is the most stable? From the structures above, #3.